Record 1
Formula: C20H44O8
Source: the Open Molecules 2025 dataset
Level of theory: ωB97M-V with the def2-TZVPD basis set

```
72
Properties=species:S:1:pos:R:3:mulliken_charge:R:1
H 2.91 -4.54 -5.55 0.26
C -4.78 -0.64 4.33 -0.54
C 2.10 1.53 -8.52 0.81
H 3.85 -3.08 -6.92 0.31
O 4.22 -2.97 -6.04 -0.48
O -5.81 -0.35 5.26 -0.49
H -7.02 -3.36 -2.84 0.31
H -4.74 -1.62 3.86 0.27
H 1.03 0.35 -0.75 0.33
H 2.01 1.78 -6.48 0.30
H -5.60 -1.00 5.92 0.30
H -0.52 -0.34 -1.45 0.32
H 3.27 4.34 2.10 0.28
H -7.71 -2.42 -1.59 0.31
C 3.51 2.15 -8.61 -1.04
C 3.24 -5.42 3.77 -0.99
C -5.88 -1.54 -2.44 0.72
H -0.51 1.07 -0.39 0.31
C -0.02 0.11 -0.59 -1.12
H -6.26 -3.35 -1.22 0.27
H 6.90 3.89 1.17 0.32
C -1.39 4.06 5.21 -0.99
H 0.65 2.60 -7.47 0.27
H -0.48 -0.68 2.54 0.28
O 4.39 2.58 2.83 -0.56
H -1.54 3.06 5.62 0.27
H 0.67 0.90 -7.09 0.31
H 3.38 -4.74 2.93 0.27
H -4.26 4.65 5.37 0.29
H 4.10 4.17 0.48 0.25
C -0.21 -0.88 0.52 0.79
O 1.76 0.62 -9.31 -0.58
H 3.98 2.09 -7.63 0.30
H -3.28 6.17 5.27 0.32
C -2.44 4.50 4.15 0.76
H 7.15 2.61 2.34 0.33
H 3.34 -4.87 4.70 0.29
C 1.76 -5.77 3.75 0.79
O -0.80 -1.91 0.36 -0.58
C 0.30 -0.45 1.81 -0.90
O -2.33 4.24 2.94 -0.56
C 3.32 -3.60 -5.19 -0.55
H 3.52 3.19 -8.93 0.30
H -7.28 0.10 -2.52 0.29
H 4.63 5.39 1.70 0.32
H 0.62 0.59 1.74 0.31
H 1.59 -7.69 2.73 0.31
H 0.08 -6.87 2.94 0.29
C 5.04 3.36 2.15 0.71
H -0.38 3.95 4.82 0.30
H -6.49 -0.11 -0.90 0.32
C 4.21 4.40 1.54 -0.90
H -5.64 0.61 -2.25 0.31
C 6.58 3.52 2.15 -1.03
C 1.13 -6.70 2.72 -1.05
H 1.23 -0.98 2.00 0.27
C 1.31 1.75 -7.32 -0.99
H 6.85 4.19 2.96 0.27
H -3.81 -0.56 4.83 0.23
H -1.37 4.65 6.13 0.32
C -6.36 -0.16 -1.99 -1.03
H -4.22 5.68 3.90 0.29
C -6.75 -2.74 -1.98 -0.94
H 2.48 -2.99 -4.85 0.24
C -3.64 5.29 4.74 -1.01
O -4.95 -1.75 -3.26 -0.57
H 3.93 -6.24 3.58 0.33
H 3.87 -3.97 -4.33 0.23
H 1.25 -6.31 1.71 0.30
H -4.80 0.15 3.57 0.22
H 4.07 1.61 -9.38 0.31
O 1.05 -5.34 4.64 -0.55
```

Output
HOMO energy (Ha): -0.34670
2S+1: 1
Total charge: 0
SMILES string: CC(C)=O.CC(C)=O.CC(C)=O.CC(C)=O.CC(C)=O.CC(C)=O.CO.CO


Record 2
Formula: C33H28Br9N5O10
Source: the Open Molecules 2025 dataset
Level of theory: ωB97M-V with the def2-TZVPD basis set

```
85
Properties=species:S:1:pos:R:3:mulliken_charge:R:1
Br 7.10 -2.13 0.68 -0.01
Br -2.29 -0.60 9.10 0.00
H -2.58 0.48 3.31 0.39
H 5.27 5.81 1.29 0.40
C 6.43 6.71 -0.29 -0.04
Br -2.47 1.90 11.11 -0.04
O -8.94 3.89 -0.55 -0.55
C -4.36 -1.84 1.55 -0.46
N 7.70 7.66 -2.18 0.94
H -2.65 1.98 8.68 0.35
C -7.13 5.75 -1.90 -0.19
O -1.01 3.04 -6.45 -0.55
H 9.02 -2.71 -0.76 0.35
H -5.85 8.59 0.25 0.34
C 5.16 -9.52 1.24 -0.29
N -8.33 4.72 0.14 0.88
H -4.90 -0.43 3.03 0.37
C -1.96 -1.97 1.03 -0.41
N -0.33 -0.24 1.94 0.88
Br -11.30 -4.05 8.39 0.00
C -0.60 -0.32 -7.75 -0.07
C -11.25 -5.57 7.07 -0.32
Br -5.04 1.33 9.15 -0.01
C 6.26 6.01 0.90 -0.66
N 5.27 -11.48 -0.20 0.88
C 4.62 -10.13 0.11 0.25
O -1.91 1.99 -8.19 -0.56
H 9.84 6.49 -0.73 0.43
H 9.51 5.43 1.51 0.36
H 5.56 7.11 -0.78 0.41
C -7.47 5.77 -0.57 0.06
H 0.46 1.31 -4.92 0.35
Br 7.10 -3.33 -2.27 -0.01
H 0.00 -2.30 -8.24 0.36
C -2.75 -0.39 2.69 -0.47
O -0.04 0.36 2.98 -0.54
H 5.96 -10.01 1.77 0.41
C 4.60 -8.29 1.68 -0.40
C 7.45 5.62 1.50 -0.27
C 0.89 -1.63 -6.38 -0.31
H 3.16 -6.71 1.36 0.38
H 1.54 -0.84 -4.48 0.41
H -7.16 6.91 1.30 0.41
O 6.29 -11.88 0.42 -0.56
H -1.20 -2.25 0.31 0.38
H -3.58 -3.14 0.11 0.32
H 5.16 -7.68 2.38 0.34
C -5.80 7.66 -1.69 -0.29
Br -10.47 -5.16 5.18 -0.03
H 7.51 5.29 2.52 0.33
C 0.04 -1.52 -7.50 -0.52
C -3.06 1.21 9.33 -0.31
N -1.16 2.06 -7.19 0.89
Br -13.15 -6.31 6.81 -0.02
C 7.62 6.95 -0.87 0.05
C -6.28 6.69 -2.47 -0.49
O 0.41 -0.34 0.97 -0.55
H -5.85 6.55 -3.45 0.36
C 8.11 -2.18 -1.01 -0.31
C 0.96 -0.59 -5.36 -0.59
H 3.00 -10.24 -1.31 0.41
H 2.11 -7.85 -0.56 0.34
O 6.66 7.99 -2.79 -0.58
C 3.43 -9.66 -0.50 -0.41
C 8.69 5.82 0.94 -0.44
H -5.10 8.36 -2.13 0.36
O 8.79 7.82 -2.66 -0.57
O -8.37 4.63 1.38 -0.55
C 3.44 -7.70 1.06 -0.44
H -1.04 -0.10 -8.71 0.38
C -1.72 -0.89 1.90 0.44
C -6.98 6.86 0.23 -0.31
C 2.87 -8.42 -0.05 -0.35
H -10.65 -6.37 7.50 0.38
C 0.30 0.60 -5.71 -0.17
O 4.67 -12.22 -0.97 -0.54
C -0.50 0.77 -6.91 0.03
H -5.36 -2.12 1.25 0.38
C -6.22 7.78 -0.35 -0.44
H -7.55 4.95 -2.50 0.41
H 1.30 -2.61 -6.18 0.34
C -3.29 -2.48 0.91 -0.36
C -4.06 -0.83 2.48 -0.37
C 8.86 6.44 -0.29 -0.36
Br 8.58 -0.29 -1.65 -0.03
```

Output
HOMO energy (Ha): -0.36977
2S+1: 1
Total charge: 0


Record 3
Formula: C27H44BrNOP2PdS
Source: the Open Molecules 2025 dataset
Level of theory: ωB97M-V with the def2-TZVPD basis set

```
78
Properties=species:S:1:pos:R:3:mulliken_spin:R:1
C 2.56 -4.62 -7.98 0.00
H 1.76 0.92 2.99 0.01
H -1.93 -4.93 2.03 0.00
H 0.36 -5.39 -10.28 0.03
C 0.72 -4.96 -9.34 0.00
H -3.74 0.79 -6.08 0.00
C -5.62 -0.63 -1.21 0.02
H -2.19 1.52 -2.05 0.03
H -3.02 -5.00 -1.61 0.00
H 0.36 -2.69 -2.63 0.00
H 0.15 -3.89 0.81 0.00
H 2.98 1.92 2.10 0.00
H 4.05 -1.21 2.07 0.00
H -3.45 -0.88 -1.35 0.04
C 2.96 -1.31 2.04 0.06
C -3.26 1.73 -2.17 0.08
H -3.99 -0.94 -5.82 0.00
H -6.49 -0.54 -1.88 -0.01
H -2.15 -0.90 -3.95 0.01
N 2.02 -5.11 -9.10 0.80
H 1.21 0.24 -5.68 0.00
C 0.42 -3.73 -7.28 -0.04
H -4.58 -1.94 1.74 0.00
H 1.11 2.05 -3.97 0.00
C 0.95 1.01 -3.70 -0.01
H -0.37 -5.02 2.86 0.00
H -4.03 -1.30 3.28 0.00
H -1.56 -3.83 3.38 0.00
C 0.61 -1.29 -4.31 0.07
H 2.67 -2.28 1.62 0.00
H 1.26 1.92 1.58 0.00
Br 0.45 2.04 -1.14 0.02
H -4.56 3.42 -2.54 0.00
Pd -1.97 -2.57 -5.33 0.64
H -3.11 3.44 -3.57 0.00
H 0.27 -0.90 -0.94 -0.02
C -4.33 -0.86 -2.02 0.08
H 2.50 -1.17 3.03 0.01
C -3.49 3.19 -2.57 0.01
C 2.06 1.32 2.01 0.06
H -3.74 1.59 -1.19 -0.01
C -2.66 0.01 -4.37 0.08
C 1.79 -3.92 -7.04 0.10
H -1.21 -4.22 -8.71 0.01
C -0.06 -2.13 -5.28 -0.22
C -3.74 -1.93 2.43 0.00
C -0.31 -2.91 -6.30 0.34
H -4.38 -1.80 -2.58 -0.01
H -5.57 0.28 -0.59 0.00
H -3.41 -3.93 0.77 0.00
H -5.80 -1.48 -0.55 0.00
C -2.86 -3.51 -0.08 0.00
H 0.17 -2.65 2.08 0.00
C -1.14 -4.33 2.50 0.00
C 0.48 -0.66 -1.98 -0.01
H -1.93 0.82 -4.31 0.00
O 3.50 0.30 0.00 0.59
H -1.40 -4.30 -1.52 0.00
C -0.15 -4.29 -8.45 0.11
H -1.93 -5.49 -0.31 0.00
C 0.53 -1.67 -2.95 0.03
C -3.23 -0.14 -5.79 0.00
C 0.99 0.02 -4.66 0.05
C -2.49 -1.34 1.79 0.00
C -0.48 -3.35 1.53 0.00
H -3.60 -2.96 -0.69 0.00
S 2.36 -0.05 0.90 0.25
H 3.63 -4.77 -7.84 0.02
H -3.60 -2.95 2.82 0.00
C -2.26 -4.64 -0.92 0.00
H -2.75 -0.40 1.29 0.00
C 0.66 0.67 -2.38 0.05
H -2.99 3.83 -1.84 0.00
P -1.60 -2.29 0.48 0.03
H 2.29 -3.53 -6.14 0.01
H -2.43 -0.35 -6.52 0.02
P -4.05 0.46 -3.27 0.64
H -1.74 -1.09 2.56 0.00
```

Output
HOMO energy (spin up / spin down) (Ha): -0.64147 / -0.63978
2S+1: 5
Total charge: +4


Record 4
Formula: C31H24Cl7LaN8O3SSi
Source: the Open Molecules 2025 dataset
Level of theory: ωB97M-V with the def2-TZVPD basis set

```
76
Properties=species:S:1:pos:R:3:mulliken_charge:R:1
Cl -1.04 4.67 1.22 -0.24
C 2.21 2.16 -3.53 0.22
C -2.18 2.28 -1.63 -0.39
C -4.94 -0.76 2.70 -0.69
C 0.72 -4.62 2.27 -0.21
H -3.26 -2.00 1.11 0.17
N -3.96 -1.78 3.07 0.15
H -0.97 -0.85 3.68 0.14
N 0.17 4.27 -5.66 -0.67
C 0.18 3.90 2.19 0.40
H -2.68 -2.18 4.67 0.34
H 3.20 0.10 -0.50 0.44
C -3.79 0.87 3.98 -0.68
C 2.94 0.68 -1.38 -0.18
C 2.94 -3.71 2.02 -0.24
N -4.35 0.58 2.66 0.13
C 1.75 3.00 -4.60 0.96
H -3.69 3.54 -2.48 0.52
H -5.75 -0.77 3.42 0.33
C -2.87 -1.75 2.10 -0.83
C 1.30 1.81 -2.52 -0.24
C 1.03 -2.55 0.91 0.91
C 2.58 -5.68 3.33 0.49
C 3.53 1.70 -3.45 -0.61
Cl 3.20 -6.95 4.33 -0.21
N -0.94 1.80 -1.65 0.65
C 0.91 4.64 3.09 -0.73
H -5.34 -0.99 1.71 0.34
H 3.59 -2.96 1.60 0.47
N 2.47 3.41 -5.63 -0.70
H -2.12 -2.50 2.38 0.00
C 0.42 3.50 -4.62 1.04
H -3.66 0.33 0.72 0.22
H -4.60 0.88 4.72 0.33
C -1.84 3.61 -3.57 -0.84
O -0.23 -2.39 0.86 -0.74
N -2.79 -0.11 4.39 0.08
Cl 1.68 0.25 2.54 -0.11
Cl -0.07 -1.45 -2.53 -0.44
H -0.34 -4.56 2.04 0.52
C -0.10 2.25 -2.59 -0.56
C -3.25 0.57 1.70 -0.79
C -3.42 -1.43 4.38 -0.68
H -2.79 1.56 1.67 -0.08
C 3.45 -4.72 2.82 -0.82
C 1.88 4.00 3.86 0.37
H -4.23 -1.44 5.11 0.35
C 3.89 0.94 -2.36 -1.03
H -2.82 1.90 -0.85 0.22
H 4.23 1.95 -4.23 0.54
Cl -3.04 -0.42 -3.60 -0.33
C 1.22 -5.64 3.06 -0.89
C 0.36 2.51 2.00 -1.25
H -1.25 0.88 3.38 0.03
N -2.21 -0.43 2.04 1.58
C -2.67 3.19 -2.56 -1.04
C -0.52 3.13 -3.60 0.18
Si -2.24 -1.37 -1.89 0.16
N 1.68 1.09 -1.45 0.43
H -2.17 4.29 -4.34 0.54
Cl -2.79 -3.36 -2.19 -0.34
H 4.90 0.56 -2.24 0.45
H 2.89 2.16 4.31 0.50
H 0.57 -6.40 3.47 0.42
S 1.55 4.42 -6.49 0.15
O -0.32 1.80 1.17 0.38
H 0.73 5.69 3.20 0.46
O 1.80 -1.76 0.30 -0.71
H 4.50 -4.78 3.05 0.41
La -0.17 -0.21 0.04 1.51
C -1.72 -0.11 3.40 -0.55
H -3.33 1.86 3.96 0.36
Cl 2.80 4.93 5.00 -0.23
C 1.58 -3.65 1.75 0.01
C 2.13 2.65 3.73 -0.86
C 1.38 1.94 2.81 0.99
```

Output
HOMO energy (Ha): -0.29897
2S+1: 1
Total charge: 0


Record 5
Formula: C4H7NO
Source: the Open Molecules 2025 dataset
Level of theory: ωB97M-V with the def2-TZVPD basis set

```
13
Properties=species:S:1:pos:R:3:mulliken_charge:R:1
H 0.88 -1.66 -1.12 0.32
C 1.21 -0.16 0.42 -0.51
C 0.31 -1.05 -0.43 -0.36
C -1.55 0.24 -0.48 -0.43
H -2.13 -0.46 0.14 0.32
H 1.44 -0.50 1.42 0.33
H -0.65 0.82 1.09 0.20
C 0.47 1.12 0.50 0.32
N -0.47 -0.04 -1.14 -0.50
O 0.77 2.26 0.37 -0.51
H -0.31 -1.72 0.18 0.25
H 2.14 0.07 -0.09 0.27
H -2.12 1.08 -0.86 0.30
```

Output
HOMO energy (Ha): -0.33904
2S+1: 1
Total charge: 0
SMILES string: C=NCCC=O


Record 6
Formula: C4H9NO2
Source: the Open Molecules 2025 dataset
Level of theory: ωB97M-V with the def2-TZVPD basis set

```
16
Properties=species:S:1:pos:R:3:mulliken_charge:R:1
H 1.01 1.14 0.75 0.24
O 1.85 -1.80 1.59 -0.65
C -1.03 -0.48 -0.15 -0.66
H -2.18 1.12 -1.01 0.33
C 0.33 -1.20 -0.17 -0.50
H 0.86 -1.00 -1.12 0.28
C 1.29 -0.91 0.98 0.43
H -1.31 -0.24 0.88 0.35
H 0.18 -2.28 -0.13 0.28
N 1.48 0.41 1.26 -0.30
H 2.11 0.63 2.02 0.19
O -0.31 1.80 -0.46 -0.53
C -1.13 0.78 -1.00 -0.38
H -1.79 -1.16 -0.53 0.32
H -0.51 2.64 -0.89 0.29
H -0.85 0.56 -2.03 0.32
```

Output
HOMO energy (Ha): -0.34470
2S+1: 1
Total charge: 0
SMILES string: NC(=O)CCCO


Record 7
Formula: C23H27CrN4O8S
Source: the Open Molecules 2025 dataset
Level of theory: ωB97M-V with the def2-TZVPD basis set

```
64
Properties=species:S:1:pos:R:3:mulliken_spin:R:1
C -1.21 -4.42 -0.71 0.00
S 0.24 2.87 5.50 0.00
C -0.77 1.69 -0.47 0.02
H -2.92 1.85 4.21 0.00
O 3.59 0.73 0.95 0.01
H 1.59 -2.88 1.38 0.00
Cr -0.19 -0.58 1.12 3.10
C -2.10 0.96 -0.28 0.00
H 0.91 4.51 -1.17 0.00
H 3.85 5.27 0.64 0.00
C 2.00 5.68 3.25 0.00
H -1.85 -2.31 -0.88 0.00
C 0.74 -2.32 -1.11 0.04
H -1.62 -5.15 -0.01 0.00
C -1.58 0.21 4.67 0.00
C 0.78 -3.71 -1.80 0.00
C -2.05 1.66 4.84 0.00
C -1.01 -0.12 3.32 -0.01
O -1.96 -0.17 0.37 0.01
N -1.06 2.69 4.49 0.00
H -1.98 -2.94 0.75 0.00
H 1.80 -3.99 -2.04 0.00
C 1.49 1.45 0.10 0.02
C 3.95 5.67 1.65 0.00
H 2.77 3.12 -0.21 0.00
O -3.12 1.43 -0.72 0.01
C 1.77 2.74 -0.32 -0.01
C 1.33 3.70 4.40 0.00
O 0.82 1.59 5.83 0.00
H -2.36 1.82 5.87 0.00
C 3.02 4.98 2.61 0.00
H -1.41 3.56 -1.26 0.00
H 1.88 6.74 3.05 0.00
C -0.57 2.98 -0.91 -0.01
H -1.75 -4.53 -1.65 0.00
H -0.70 2.51 3.56 0.00
N 0.26 0.97 -0.03 -0.05
C 0.89 -4.70 0.35 0.00
C -1.38 -2.98 -0.17 0.02
H 3.96 3.06 2.39 0.00
H 0.03 -3.46 1.96 0.00
C 2.33 2.98 3.77 0.00
H 2.45 1.92 3.98 0.00
H 1.74 -1.97 -0.84 0.00
H 1.95 -4.87 0.17 0.00
H 0.52 -5.53 0.96 0.00
N -0.04 -2.42 0.15 -0.18
O -0.99 -1.31 2.88 -0.03
C 2.41 0.50 0.85 0.00
O -0.15 3.73 6.58 0.00
H 0.27 -1.56 -1.74 0.00
O -0.49 0.78 2.58 -0.02
C 3.18 3.62 2.88 0.00
O 1.77 -0.54 1.31 0.02
H 0.37 5.60 4.64 0.00
H 4.99 5.53 1.95 0.00
H 3.75 6.74 1.61 0.00
C 0.72 3.49 -0.84 0.02
H 0.21 -3.69 -2.73 0.00
H -0.79 -0.02 5.39 0.00
H -2.41 -0.48 4.86 0.00
C 1.15 5.05 4.14 0.00
N 0.20 -4.73 -0.93 0.00
C 0.66 -3.36 1.08 0.01
```

Output
HOMO energy (spin up / spin down) (Ha): -0.33597 / -0.33604
2S+1: 4
Total charge: 0


Record 8
Formula: C4H7INO
Source: the Open Molecules 2025 dataset
Level of theory: ωB97M-V with the def2-TZVPD basis set

```
14
Properties=species:S:1:pos:R:3:mulliken_spin:R:1
I 2.71 0.04 0.06 1.46
H 1.14 -1.97 -0.54 0.02
C -0.25 0.75 1.16 -0.01
C -0.22 0.61 -1.00 0.03
C 0.48 -0.12 0.11 0.42
O -1.95 2.15 -0.04 0.02
H -0.68 0.19 -1.89 0.01
C -1.07 1.38 0.01 0.01
H -0.44 -2.01 -0.69 0.00
N 0.30 -1.70 -0.08 -0.02
H -0.84 0.25 1.95 0.01
H 0.56 1.17 -1.54 0.02
H 0.25 1.57 1.75 0.01
H 0.02 -2.32 0.74 0.00
```

Output
HOMO energy (spin up / spin down) (Ha): -0.39900 / -0.50200
2S+1: 3
Total charge: +1


M (Da)
412.564, 1373.748, 678.994, 1003.816, 85.106, 103.121, 571.552, 212.010
Electronic energy (Ha)
-1390.2279, -25465.9488, -4966.1617, -5800.5325, -286.5063, -363.0655, -3156.4242, -583.8430